Molecular formula: CH3FOS
Method: DFT, wB97M-V/def2-TZVPD

Values from the calculation:
Orbital gap in eV: 9.66
Largest force on an atom in eV Å⁻¹: 5.858
Relative energy (zero: lowest compared OMol25 entry of this formula, charge and spin) in kJ/mol: 241.0

ORCA input file:
```
! RIJCOSX wB97M-V def2-TZVPD def2/J DEFGRID3
* xyz 0 1
C 1.67 -0.03 -0.40
O 1.79 0.93 0.36
F 2.37 -1.18 -0.09
S -1.41 -0.82 0.36
H -1.08 -2.12 0.06
H 2.34 0.99 1.29
H -0.30 -0.22 -0.09
*
```